Record 1
79
Properties=species:S:1:pos:R:3:mulliken_charge:R:1 method="wB97M-V/def2-TZVPD" relative_energy_kj_mol=0.0 gap_ev=6.2 largest_force_ha_per_bohr=0.02942 total_charge=0
Sc -0.85 1.79 -1.36 0.405
N -2.37 2.22 2.84 -0.154
C -2.04 3.28 1.79 0.823
C -2.33 4.69 2.26 -1.789
P -0.28 2.86 1.35 0.387
O 0.56 3.88 2.26 -0.584
O -0.13 1.47 1.83 -0.594
O -0.04 3.17 -0.12 -0.431
P -3.00 2.73 0.30 1.030
O -4.45 2.61 0.99 -0.655
O -3.03 3.65 -0.87 -0.940
O -2.42 1.37 0.03 -0.563
H -2.25 2.59 3.78 0.398
H -1.64 1.48 2.67 -0.026
H -3.31 1.84 2.74 0.423
H -1.72 4.95 3.12 0.453
H -3.39 4.81 2.52 0.460
H -2.10 5.39 1.46 0.361
H 1.49 3.92 2.02 0.354
H -5.16 2.86 0.39 0.372
C -1.39 3.25 -6.06 -1.748
C -1.01 2.27 -4.96 1.093
O -0.40 1.08 -5.44 -0.565
P -2.48 1.71 -4.00 0.904
O -3.51 2.87 -3.75 -0.566
O -3.23 0.76 -5.02 -0.552
O -2.13 0.99 -2.73 -0.301
P 0.19 3.01 -3.75 0.715
O -0.97 3.81 -2.88 -0.366
O 0.57 1.91 -2.78 -0.296
O 1.16 3.94 -4.34 -0.824
H -2.10 2.80 -6.75 0.511
H -0.48 3.52 -6.59 0.403
H -1.83 4.16 -5.64 0.349
H -0.86 0.79 -6.23 0.368
H -3.40 3.27 -2.86 0.482
H -3.45 -0.10 -4.63 0.365
H -0.69 4.72 -2.70 0.213
C 1.08 -4.36 -1.85 -1.027
Si 0.75 -4.15 -0.02 0.497
C -1.05 -4.53 0.31 -0.992
C 1.80 -5.42 0.87 -1.069
Si 1.15 -1.95 0.68 0.232
Te -0.08 -0.74 -1.09 -0.515
Si 3.43 -1.53 0.65 0.465
C 4.31 -2.58 1.94 -0.991
C 4.12 -1.94 -1.03 -1.058
C 3.79 0.27 1.01 -0.890
Si 0.39 -1.78 2.87 0.786
C 1.25 -0.43 3.86 -0.932
C -1.46 -1.45 2.91 -0.607
C 0.73 -3.37 3.81 -1.089
H 0.70 -5.32 -2.20 0.353
H 2.15 -4.32 -2.07 0.248
H 0.60 -3.56 -2.42 0.242
H -1.37 -5.43 -0.22 0.412
H -1.67 -3.69 -0.03 0.260
H -1.24 -4.68 1.38 0.242
H 1.50 -6.43 0.57 0.384
H 1.71 -5.35 1.96 0.293
H 2.86 -5.30 0.62 0.265
H 4.04 -3.64 1.84 0.228
H 4.04 -2.27 2.96 0.244
H 5.39 -2.49 1.83 0.390
H 4.05 -3.02 -1.23 0.234
H 5.17 -1.65 -1.12 0.383
H 3.55 -1.42 -1.81 0.280
H 3.49 0.55 2.02 0.256
H 3.22 0.90 0.31 0.104
H 4.85 0.49 0.88 0.414
H 1.19 0.52 3.34 -0.041
H 2.31 -0.68 4.00 0.313
H 0.79 -0.34 4.85 0.421
H -1.72 -0.70 2.16 -0.273
H -1.79 -1.11 3.90 0.356
H -2.02 -2.36 2.66 0.357
H 1.80 -3.61 3.80 0.282
H 0.20 -4.22 3.38 0.235
H 0.42 -3.27 4.86 0.392


Record 2
50
Properties=species:S:1:pos:R:3:mulliken_charge:R:1 method="wB97M-V/def2-TZVPD" spin_multiplicity=3 gap_ev="5.0 / 5.3" largest_force_ha_per_bohr=0.09310 total_charge=0
Pt 0.54 -0.40 -1.64 1.017
H 3.35 -0.96 -3.14 -0.003
H 3.08 -1.66 -3.13 -0.030
P 0.99 1.81 -1.83 0.493
P -0.47 -2.45 -1.76 0.676
C -0.46 -3.40 -0.20 -1.189
H -1.03 -4.32 -0.37 0.505
H 0.57 -3.63 0.09 0.367
H -0.94 -2.82 0.60 0.294
C -2.24 -2.34 -2.16 -1.142
H -2.35 -1.87 -3.15 0.336
H -2.66 -3.36 -2.18 0.439
H -2.73 -1.71 -1.41 0.255
C 0.24 -3.57 -3.00 -1.196
H 1.28 -3.79 -2.72 0.335
H -0.35 -4.49 -3.03 0.412
H 0.22 -3.07 -3.98 0.338
C -0.48 2.84 -2.08 -1.050
H -0.16 3.89 -2.16 0.451
H -0.98 2.52 -3.01 0.329
H -1.17 2.71 -1.23 0.238
C 1.78 2.54 -0.36 -1.221
H 2.76 2.07 -0.19 0.364
H 1.91 3.62 -0.53 0.450
H 1.13 2.37 0.51 0.276
C 2.11 2.22 -3.21 -1.208
H 1.67 1.84 -4.15 0.344
H 2.23 3.31 -3.28 0.420
H 3.08 1.75 -3.04 0.316
C 1.77 -0.69 -0.28 0.243
O 2.55 -0.84 0.57 -0.540
H -0.07 -0.22 -3.15 -0.064
O -3.19 1.42 0.68 -0.613
C -2.22 0.64 0.67 -0.120
O -1.78 -0.12 -0.26 -0.504
C -1.43 0.65 1.97 0.902
C -1.48 1.79 2.78 -0.610
C -0.89 1.80 4.06 -0.187
C -0.17 0.68 4.53 -0.409
C -0.04 -0.43 3.68 -0.383
C -0.69 -0.45 2.42 0.099
N 0.75 -1.54 4.13 0.929
O 1.27 -1.47 5.26 -0.685
O 0.87 -2.54 3.38 -0.690
N -1.18 2.91 4.93 0.975
O -1.88 3.84 4.47 -0.592
O -0.76 2.89 6.11 -0.591
H -2.03 2.67 2.46 0.539
H 0.24 0.67 5.54 0.561
H -0.57 -1.34 1.80 0.123


Record 3
62
Properties=species:S:1:pos:R:3:mulliken_charge:R:1 method="wB97M-V/def2-TZVPD" relative_energy_kj_mol=350.4 gap_ev="7.0 / 7.0" largest_force_ha_per_bohr=0.08442 total_charge=+2
Ru 0.40 -0.50 1.88 0.034
C 1.92 -0.76 3.54 -0.565
C 1.45 -2.08 3.44 -0.253
C 0.09 -2.09 3.70 -0.402
C -0.33 -0.77 3.99 -0.350
C 0.81 0.06 3.93 -0.927
H 2.94 -0.42 3.48 0.498
H 2.06 -2.93 3.19 0.404
H -0.54 -2.96 3.70 0.459
H -1.31 -0.46 4.31 0.513
H 0.88 1.07 4.30 0.960
C -2.26 0.34 -0.23 -1.434
Sb -0.28 -0.16 -0.65 1.307
C 1.73 -0.82 -0.93 -1.316
C -0.14 1.15 -2.35 -1.197
C 1.12 1.98 -2.37 0.651
C 2.08 1.77 -3.36 -0.718
C 3.24 2.53 -3.40 -0.781
C 3.45 3.52 -2.45 -0.704
C 2.50 3.73 -1.46 -0.696
C 1.34 2.96 -1.40 0.839
C 0.35 3.22 -0.30 -1.595
Sb 0.70 2.06 1.48 0.816
C 2.61 2.78 1.96 -1.303
C -0.59 3.12 2.76 -1.288
H -2.89 -0.08 -1.01 0.411
H -2.27 1.43 -0.27 0.531
H -2.54 -0.04 0.73 0.459
H 1.70 -1.23 -1.93 0.424
H 2.04 -1.57 -0.21 0.694
H 2.32 0.09 -0.87 0.338
H -1.04 1.76 -2.35 0.605
H -0.17 0.46 -3.20 0.680
H 1.91 1.01 -4.11 0.426
H 3.97 2.36 -4.18 0.440
H 4.34 4.13 -2.48 0.432
H 2.66 4.52 -0.74 0.434
H -0.68 3.06 -0.61 0.549
H 0.43 4.23 0.08 0.808
H 2.56 3.87 1.91 0.422
H 3.34 2.42 1.24 0.399
H 2.88 2.47 2.97 0.456
H -0.29 4.17 2.75 0.439
H -0.52 2.74 3.78 0.410
H -1.61 3.02 2.40 0.398
F -5.47 -4.53 -2.08 -0.251
C -4.33 -3.89 -2.00 0.239
C -3.38 -4.26 -1.14 -0.024
N -2.15 -3.58 -1.07 0.184
C -1.12 -4.01 -0.11 -1.039
C -0.58 -2.84 0.70 0.818
O 0.64 -2.76 0.90 -0.570
O -1.38 -1.91 1.08 -0.662
C -1.91 -2.53 -1.86 0.505
O -0.77 -1.93 -1.79 -0.987
N -2.87 -2.14 -2.71 0.009
C -4.14 -2.76 -2.92 0.239
O -4.89 -2.35 -3.74 -0.500
H -3.52 -5.09 -0.47 0.404
H -0.28 -4.45 -0.65 0.280
H -1.55 -4.76 0.54 0.393
H -2.66 -1.37 -3.34 0.256